No. 1
14
Properties=species:S:1:pos:R:3 method="wB97M-V/def2-TZVPD" homo_energy_ha=-0.3685 smiles="C/N=C(/NS)C(=O)O" homo_lumo_gap_ev=10.4
C -2.0039 -0.8520 0.1472
N -0.5896 -1.0483 -0.1743
C 0.2357 -0.0913 -0.1886
N 1.5518 -0.3405 -0.6477
S 2.8227 -0.0673 0.4811
C -0.0404 1.3849 0.1113
O -0.8782 1.7465 0.9061
O 0.6808 2.2280 -0.6244
H -2.3511 0.1629 0.0126
H -2.1787 -1.1357 1.2011
H -2.5646 -1.5138 -0.4580
H 1.6047 -1.2638 -1.0511
H 2.4269 -0.9207 1.4799
H 1.2839 1.7110 -1.1952

---

No. 2
14
Properties=species:S:1:pos:R:3 method="wB97M-V/def2-TZVPD" homo_energy_ha=-0.3547 homo_lumo_gap_ev=10.2
O -1.1677 0.9733 -1.6165
C -0.9956 0.5768 -0.4857
C -0.8487 -0.9174 -0.2098
C 0.4362 -1.3968 -0.8969
N 1.6570 -1.0087 -0.7436
O 1.7919 0.0303 0.1676
N -0.9177 1.4920 0.5941
S -0.4737 1.2466 2.2159
H -0.8640 -1.1057 0.8678
H -1.6758 -1.3961 -0.7502
H 0.3336 -2.2486 -1.5688
H 2.6958 0.3300 0.0927
H -0.8569 2.4252 0.2105
H 0.8855 0.9990 2.1229

---

No. 3
14
Properties=species:S:1:pos:R:3 method="wB97M-V/def2-TZVPD" homo_energy_ha=-0.3189 homo_lumo_gap_ev=8.5
C 2.7104 0.1961 -0.3118
O 1.4761 -0.3351 0.1210
N 0.4319 0.4946 -0.3136
C -0.6725 -0.0541 0.0735
N -0.7315 -1.2464 0.7050
C -1.9273 0.6505 -0.3192
O -2.9681 0.0296 0.2126
S -2.0874 1.9537 -1.2602
H 2.8428 1.1715 0.1375
H 2.7767 0.2767 -1.4140
H 3.4211 -0.5369 0.0510
H 0.1088 -1.5325 1.1745
H -1.6042 -1.5778 1.1520
H -3.7767 0.5103 -0.0082

---

No. 4
14
Properties=species:S:1:pos:R:3 method="wB97M-V/def2-TZVPD" homo_energy_ha=-0.3180 homo_lumo_gap_ev=8.6
C 3.6014 -0.2876 0.0279
O 2.2395 0.1181 -0.0155
N 1.4242 -1.0001 -0.0240
C 0.1963 -0.6999 -0.0266
N -0.4850 0.4701 0.0044
O 0.2362 1.6703 -0.0359
C -1.8938 0.5845 0.0623
S -3.0059 -0.5249 -0.0165
H 3.8175 -1.1505 -0.6955
H 4.1847 0.6270 -0.3054
H 3.6886 -0.6893 1.1737
H -0.5164 -1.5627 0.1053
H 1.2194 1.3637 -0.0245
H -2.1026 1.6321 0.1768

---

No. 5
14
Properties=species:S:1:pos:R:3 method="wB97M-V/def2-TZVPD" homo_energy_ha=-0.3673 homo_lumo_gap_ev=9.9
C -1.8610 -0.3139 0.2923
C 1.7921 -0.0569 -0.0683
N 2.4472 0.2738 -1.2014
C -0.3944 -0.4780 0.6807
O -1.9212 -0.0229 -1.0014
O -2.0311 0.9101 1.1472
N 0.3748 -0.1161 -0.2824
O 2.3342 -0.3774 0.9608
H -0.6494 0.1682 -1.1606
H -2.9380 0.9035 1.4835
H -2.4761 -1.1519 0.6568
H 3.4370 0.4463 -1.1552
H 1.9487 0.4997 -2.0443
H -0.0628 -0.6846 1.6923

---

No. 6
15
Properties=species:S:1:pos:R:3 method="wB97M-V/def2-TZVPD" homo_energy_ha="-0.1329 / -0.1213" homo_lumo_gap_ev="7.7 / 7.4" total_charge=-1
C -0.3051 -0.5383 1.0242
C -1.4741 1.1428 -0.3732
C 0.3728 -0.5958 -1.0877
N -0.4623 -1.3294 -0.1873
N -1.2162 0.7084 0.8702
O 0.9781 -0.2157 1.3343
O 2.9679 -0.6801 -0.2897
O 1.8725 1.6254 -0.1414
P 1.7526 0.1480 -0.1601
H -0.7125 -1.0311 2.0218
H -1.0186 1.9696 -0.8498
H -2.3079 0.6977 -1.0187
H 0.2631 -0.9360 -2.1750
H -0.1080 -2.3102 -0.2457
H -0.6025 1.3448 1.2780

---

No. 7
15
Properties=species:S:1:pos:R:3 method="wB97M-V/def2-TZVPD" homo_energy_ha=-0.2723 homo_lumo_gap_ev=7.7
N 0.3078 1.7094 1.3804
O 0.3800 0.2172 1.3294
C 0.2598 -0.1259 0.0680
N -1.1093 0.5530 -0.3816
C 1.1247 -0.3074 -0.9951
S 2.7189 -0.3482 -0.9767
H 1.2316 2.0292 1.1028
H 0.2545 1.9400 2.4093
H -1.2603 0.8926 -1.2651
H -0.9279 1.4157 0.3071
H -1.8031 -0.1802 -0.1119
H 0.7079 -0.6149 -1.9103
O -1.7058 -2.0385 -0.4687
C -0.5803 -2.3007 -0.3160
O 0.4015 -2.8415 -0.1719

---

No. 8
13
Properties=species:S:1:pos:R:3 method="wB97M-V/def2-TZVPD" homo_energy_ha=-0.3636 homo_lumo_gap_ev=10.5
C 2.7204 -0.5421 -0.0027
C 1.3953 0.1741 0.0056
C -1.4027 0.2695 0.1021
H 3.4159 0.2627 -0.5310
H 2.8571 -0.5599 1.1850
H 2.7864 -1.6236 -0.4578
H -3.3558 -0.2521 -0.2814
H -2.4753 -1.5384 0.5466
H -0.6764 1.8193 0.0846
N -2.4130 -0.7403 -0.1376
N -1.6419 1.4746 0.0501
O 1.3383 1.3929 -0.0676
S -0.0720 -0.8626 -0.0014

---

No. 9
13
Properties=species:S:1:pos:R:3 method="wB97M-V/def2-TZVPD" homo_energy_ha=-0.3302 homo_lumo_gap_ev=9.6
C -1.0387 2.1286 0.3658
C -1.6180 0.8392 -0.2728
N -1.0637 -0.3237 -0.2970
S 0.4543 -0.4180 0.4472
C 0.7784 -2.0607 -0.1877
N 1.8819 -2.6634 -0.4112
O 3.0534 -2.0007 -0.2593
H 0.0335 2.2085 0.0717
H -0.9651 2.0751 1.4630
H -1.6990 2.9604 0.1101
H -2.6335 0.9735 -0.7294
H -0.1276 -2.5912 -0.4068
H 2.9441 -1.1278 0.1064

---

No. 10
13
Properties=species:S:1:pos:R:3 method="wB97M-V/def2-TZVPD" homo_energy_ha=-0.3205 homo_lumo_gap_ev=8.4
C 1.6056 -0.0071 -1.7087
C 0.7135 0.0897 -0.4574
C -1.4344 -0.1590 0.2570
H 1.4621 -0.9516 -2.3803
H 1.1788 0.7867 -2.4914
H 2.6191 0.1120 -1.5238
H -3.2335 -0.3139 0.6130
H -2.7915 -1.3467 -0.9295
H -0.1942 0.4388 1.7481
N -2.7114 -0.1698 -0.3785
N -1.1739 0.1957 1.4332
O -0.5247 -0.2913 -0.7210
S 1.6904 0.2426 0.9252

---

No. 11
13
Properties=species:S:1:pos:R:3 method="wB97M-V/def2-TZVPD" homo_energy_ha=-0.3486 smiles="C/N=C(/N)C(=O)S" homo_lumo_gap_ev=9.6
C 1.8493 -0.7531 -0.4206
N 1.2559 0.5285 -0.0909
C -0.0097 0.6292 0.0897
N -0.5851 1.8713 0.1959
C -0.9899 -0.5394 0.2538
O -0.6317 -1.6177 0.6585
S -2.6468 -0.1228 -0.3643
H 1.0960 -1.4190 -0.8688
H 2.6621 -0.6011 -1.1339
H 2.3176 -1.2556 0.4401
H -1.2780 1.9451 0.9713
H 0.1547 2.6429 0.3241
H -3.1945 -1.3082 -0.0550

---

No. 12
14
Properties=species:S:1:pos:R:3 method="wB97M-V/def2-TZVPD" homo_energy_ha=-0.3179 smiles="CO/N=C/C(=S)NS" homo_lumo_gap_ev=8.4
C -2.8626 -0.5601 -0.0016
O -1.9589 0.5404 -0.0037
N -0.6781 0.0863 0.0008
C 0.1671 1.0306 0.0046
C 1.6145 0.6973 -0.0069
S 2.7571 1.9084 -0.0010
N 1.8806 -0.6149 -0.0068
S 3.4380 -1.3418 0.0005
H -3.8792 -0.1109 -0.0105
H -2.7249 -1.1889 0.9170
H -2.7186 -1.1854 -0.9024
H -0.1389 2.0967 0.0108
H 1.0792 -1.2152 -0.0013
H 4.0247 -0.1425 0.0004

---

What are the energy above the lowest of the compared OMol25 structures with the same formula, charge and spin values for these records? In order: 40.8; 70.8; 70.0; 134.8; 54.7; 75.2; 88.7; 50.1; 90.3; 91.5; 35.9; 77.8 kcal/mol.